# 1
{
  "formula": "C3H4NO2",
  "method": "the ωB97M-V functional and the def2-TZVPD basis",
  "species": ["O", "O", "N", "C", "C", "C", "H", "H", "H", "H"],
  "xyz": [[2.5927, 0.9507, 0.3891], [1.6260, 0.2669, -1.5708], [-0.9946, -1.3272, -0.2309], [1.7581, 0.5166, -0.3931], [-1.3770, -0.3898, 0.8406], [-0.6103, -0.1357, -0.4182], [0.6773, 0.1081, 0.0794], [-2.3987, -0.0170, 0.8748], [-0.6911, -0.5918, 1.6838], [-0.5824, 0.6192, -1.2547]],
  "atomic_forces_ev_per_a": [[0.3, 0.4, 0.2], [0.8, 0.3, -1.2], [-2.8, -6.1, -0.2], [2.5, 0.0, 0.1], [0.9, 0.3, -0.5], [2.6, 6.5, 0.4], [-2.3, -0.5, -0.1], [0.0, -0.7, 0.6], [-1.1, 0.8, 0.2], [-0.9, -1.0, 0.5]],
  "lowdin_spin": [0.246, 0.145, 0.617, 0.289, 0.077, 0.407, 0.131, 0.015, 0.015, 0.059],
  "e_homo_ha": [-0.020, -0.169],
  "orbital_gap_ev": [5.032, 7.115],
  "s_squared": 2.0079,
  "total_energy_ha": -321.75921,
  "multiplicity": 3,
  "charge": -1
}

# 2
{
  "formula": "C13H30N7O2S",
  "method": "the ωB97M-V functional and the def2-TZVPD basis",
  "species": ["S", "O", "O", "N", "N", "N", "N", "N", "N", "N", "C", "C", "C", "C", "C", "C", "C", "C", "C", "C", "C", "C", "C", "H", "H", "H", "H", "H", "H", "H", "H", "H", "H", "H", "H", "H", "H", "H", "H", "H", "H", "H", "H", "H", "H", "H", "H", "H", "H", "H", "H", "H", "H"],
  "xyz": [[-2.5480, -7.3487, -2.4193], [1.6248, 3.3210, -1.5794], [1.4308, 0.6963, 4.2036], [-3.3788, -4.8612, -3.7610], [-1.1558, -0.2404, 3.3662], [-2.1933, -2.9713, -2.3865], [-1.1072, -4.0870, -4.2007], [0.3985, 1.0279, -0.3548], [-0.9462, -2.4377, -2.4660], [1.0132, -2.8882, -3.9389], [1.2172, 3.5591, -2.9174], [-0.3488, 2.2888, -0.4617], [0.5987, 3.4954, -0.6091], [-3.1249, -5.9531, -3.0870], [1.5295, 2.1059, 4.3320], [0.5574, 0.0771, 5.1429], [-1.3665, 2.1681, -1.5919], [-1.5642, 1.5159, 5.0058], [2.4002, -2.6764, -1.8844], [1.8793, -1.9026, -3.2201], [-2.2816, -3.9570, -3.4042], [-0.2523, -3.0992, -3.5446], [-0.9357, 0.1468, 4.7656], [0.8505, -0.9771, 5.1632], [0.8321, 2.6397, -3.3639], [-0.8252, -1.1946, 3.2359], [-0.5934, -1.6955, -1.8406], [0.0432, 4.4219, -0.7962], [1.0044, 1.0760, 0.4626], [3.5037, -2.5234, -1.6887], [-2.9871, -2.7816, -1.7699], [2.7767, -1.5737, -3.8319], [-2.6546, 1.4392, 4.9930], [-0.5182, 0.3152, 2.7957], [1.3148, -0.9410, -2.9520], [-1.2721, 1.9170, 5.9799], [2.2300, -3.8021, -2.0256], [1.4612, 2.4305, 5.3737], [-0.9301, 1.7705, -2.5107], [-2.1726, 1.4867, -1.3042], [-1.4664, -0.5673, 5.4043], [0.4736, 4.3578, -2.9857], [-0.9137, 2.4297, 0.4659], [2.5009, 2.4111, 3.9367], [1.7177, -2.3373, -1.0452], [2.0991, 3.8567, -3.4882], [0.7614, 2.5943, 3.7288], [1.0529, 0.9978, -1.1376], [-1.2908, 2.2446, 4.2404], [1.4089, -3.4161, -4.7317], [-1.8180, 3.1369, -1.8194], [1.1183, 3.6334, 0.3440], [0.7356, 0.4678, 6.1519]],
  "atomic_forces_ev_per_a": [[-2.1, 4.0, -1.8], [-0.4, 0.1, 0.1], [-0.2, 0.0, 0.3], [2.1, -1.9, 4.1], [0.2, -0.2, 0.0], [-1.5, -3.6, -3.1], [-1.3, 3.7, 5.1], [0.2, -0.2, 0.0], [2.6, -0.6, -2.1], [-0.6, 1.3, 0.4], [0.4, -0.1, 0.0], [0.0, 0.1, -0.4], [0.2, -0.1, 0.2], [1.2, -0.6, -0.8], [0.2, -0.1, -0.3], [0.0, -0.3, -0.1], [-0.3, -0.1, 0.0], [-0.2, 0.1, 0.1], [-0.7, 0.0, -0.5], [1.0, -0.4, 1.2], [2.7, 0.1, -1.8], [-2.3, -1.2, -0.4], [0.2, 0.3, -0.1], [0.0, 0.1, -0.1], [-0.2, 0.1, -0.1], [-0.1, 0.0, 0.0], [-0.5, -0.6, -0.4], [-0.1, -0.1, -0.1], [-0.1, -0.1, 0.0], [-1.5, 0.1, 0.0], [0.9, 0.5, 0.0], [-1.4, -0.7, 0.4], [0.1, 0.0, 0.0], [-0.1, 0.0, 0.1], [0.6, -1.5, -0.5], [0.0, 0.0, -0.1], [0.3, 1.7, 0.2], [-0.1, 0.0, 0.0], [0.1, 0.1, 0.0], [0.1, 0.1, 0.0], [0.1, 0.0, 0.0], [0.0, -0.1, 0.0], [0.1, 0.0, 0.0], [0.0, -0.1, 0.1], [1.3, -0.5, -0.6], [0.0, 0.0, 0.1], [-0.1, 0.2, 0.2], [-0.1, 0.1, 0.1], [0.1, -0.1, 0.0], [-0.8, 0.3, 0.7], [0.0, -0.1, 0.0], [0.1, 0.0, -0.1], [-0.1, 0.1, 0.0]],
  "lowdin_charge": [0.773, -0.189, -0.199, 0.097, 0.033, 0.104, 0.193, 0.035, 0.111, 0.050, -0.102, -0.425, -0.195, -0.607, -0.105, -0.201, -0.073, -0.071, -0.075, -0.180, -0.275, -0.233, -0.428, 0.121, 0.067, 0.067, 0.165, 0.125, 0.074, 0.084, 0.192, 0.130, 0.078, 0.053, 0.112, 0.082, 0.089, 0.094, 0.056, 0.072, 0.136, 0.095, 0.136, 0.088, 0.065, 0.092, 0.068, 0.056, 0.061, 0.178, 0.085, 0.122, 0.121],
  "e_homo_ha": -0.410,
  "orbital_gap_ev": 7.254,
  "total_energy_ha": -1444.91141,
  "charge": 1
}

# 3
{
  "formula": "C2H2N2OS",
  "method": "the ωB97M-V functional and the def2-TZVPD basis",
  "species": ["S", "O", "N", "N", "C", "C", "H", "H"],
  "xyz": [[-0.8979, 0.6605, -1.6248], [3.0324, 0.4218, -0.8848], [1.3015, -0.1915, 0.5539], [-1.5679, 0.2223, -0.3844], [-2.1462, -0.2260, 0.5413], [2.0970, 0.0957, -0.3121], [0.2742, -0.5238, 0.5299], [-2.0930, -0.4590, 1.5810]],
  "atomic_forces_ev_per_a": [[2.1, 1.9, -4.7], [1.4, 0.5, -1.7], [-2.7, -1.1, 0.2], [-3.0, -2.2, 4.8], [0.8, 0.5, -0.5], [-1.4, -0.5, 2.1], [3.0, 0.9, -0.3], [-0.3, 0.0, 0.2]],
  "lowdin_charge": [0.745, 0.168, 0.146, -0.781, 0.059, -0.483, 0.065, 0.080],
  "e_homo_ha": -0.341,
  "orbital_gap_ev": 8.973,
  "total_energy_ha": -660.25837,
  "smiles": "C#[N+][S-].N=C=O"
}